Computed, not measured: a 2-piece molecular cluster, C4H11NO3 overall, with the ωB97M-V functional and the def2-TZVPD basis.

The geometry in XYZ format:
```
19
Properties=species:S:1:pos:R:3:forces:R:3:mulliken_charge:R:1
C 0.94450 1.89745 -0.27720 2.2357 -1.2428 0.7181 -1.140
C -0.43315 1.35934 0.02103 -2.1624 -1.2790 0.2628 0.175
C -1.34495 1.71498 -1.25088 1.0161 0.1483 2.6842 -0.083
O -2.03294 2.69361 -1.15238 -0.1668 -0.4575 -1.1572 -0.444
N -0.65849 -0.13625 0.26695 0.9746 2.5124 2.7737 -0.413
C 0.07108 -0.87273 1.37149 -1.9701 2.4173 -0.9606 -0.249
O -0.25559 -2.16260 1.18524 -2.8276 -3.5782 -1.1759 -0.689
H 0.81867 2.92724 -0.66805 0.4892 -0.5747 0.2367 0.404
H 1.59179 1.88476 0.68628 -1.0464 0.3416 -1.5465 0.278
H 1.54381 1.21075 -0.99825 -1.1710 1.3046 0.8341 0.242
H -0.88672 1.87370 0.93662 0.5410 -0.4517 -1.4777 0.294
H -1.20763 1.04382 -2.13949 -0.3776 0.4612 0.1727 0.304
H -0.44986 -0.61846 -0.53696 0.8528 -1.2758 -2.5438 0.304
H 1.12368 -0.90954 1.39018 1.6111 0.7981 -0.3132 0.280
H -0.29370 -0.52489 2.32646 -0.1475 0.5398 0.3578 0.329
H -1.15557 -2.26667 0.71371 1.6092 0.6445 1.6110 0.370
O 0.79666 -3.12226 -1.06919 2.0613 0.0271 2.4352 -0.701
H 1.61012 -3.25756 -0.43758 -2.0317 0.1395 -2.1401 0.320
H 0.21827 -2.73469 -0.36799 0.5103 -0.4746 -0.7712 0.420
```
Forces are in eV/Å.

## Properties
charge = 0
orbital gap = 10.3 eV
SMILES = C[C@@H](C=O)NCO.O


Computed, not measured: a 4-piece molecular cluster, C4H11NO3 overall, with the ωB97M-V functional and the def2-TZVPD basis.

The geometry in XYZ format:
```
19
Properties=species:S:1:pos:R:3:forces:R:3:mulliken_charge:R:1
C 0.14919 -0.24371 -1.15220 -0.1789 0.2888 -0.2432 -0.873
C 0.80098 1.01508 -0.94083 0.9906 0.0891 0.3207 -0.267
C 2.15312 0.80600 -1.02106 0.0252 -0.1295 -0.4976 -0.302
N 2.36661 -0.51168 -1.31980 -0.9507 0.0244 0.1485 -0.013
C 1.14298 -1.15447 -1.39454 1.3628 0.2042 -0.3818 -0.276
H -0.91067 -0.43502 -1.20419 -0.0508 0.0410 0.0763 0.446
H 0.52695 2.02991 -0.69631 -0.9974 -0.2592 -0.1082 0.311
H 2.91617 1.56371 -1.05572 0.2747 -0.1937 0.2906 0.397
H 3.22292 -1.02025 -1.40258 0.3445 0.2430 -0.0666 0.172
H 1.24301 -2.14858 -1.79690 -0.8425 -0.2755 0.3681 0.396
O -2.27451 0.23273 2.22062 0.5046 0.0633 -0.0264 -0.706
H -2.29765 1.03266 2.74548 -0.4438 0.3075 0.1692 0.314
H -1.30899 0.12437 2.13520 -0.0946 -0.3504 0.0181 0.375
O -3.17700 -0.14734 -0.43805 0.4867 0.3250 0.2219 -0.647
H -2.96996 0.03743 0.49555 0.2532 0.1405 -0.0332 0.387
H -3.98963 -0.62788 -0.36332 -0.7254 -0.4601 -0.2133 0.305
O 0.51363 -0.21945 2.01337 -0.6026 -0.3224 -0.7415 -0.769
H 1.43167 -0.02074 2.13521 0.7438 0.2864 0.3970 0.308
H 0.46120 -0.31277 1.04006 -0.0995 -0.0223 0.3016 0.441
```
Forces are in eV/Å.

## Properties
charge = 0
orbital gap = 9.5 eV
SMILES = c1cc[nH]c1.O.O.O


Computed, not measured: a 2-piece molecular cluster, C4H11NO3 overall, with the ωB97M-V functional and the def2-TZVPD basis.

The geometry in XYZ format:
```
19
Properties=species:S:1:pos:R:3:forces:R:3:mulliken_charge:R:1
C -1.18536 1.50841 1.51655 0.3852 -0.6980 -1.1218 -1.062
C -0.65515 0.09193 1.78034 -0.7859 0.0361 1.0554 0.548
O -0.51619 -0.25508 2.94099 0.3618 -0.3163 -0.0440 -0.637
N -0.43341 -0.78218 0.73947 -0.4379 2.1085 0.3545 -0.203
C -0.33494 -0.25095 -0.64991 -0.1688 -3.7575 0.7487 -0.133
C -0.51612 -1.56327 -1.51514 0.3854 0.8741 -0.6984 -0.398
O 0.61206 -1.88120 -2.29194 0.9058 -2.0011 0.7158 -0.562
H -0.39891 2.00890 0.94274 -0.2297 0.3348 0.0483 0.284
H -2.09085 1.47886 0.89973 0.1598 0.0299 0.0210 0.316
H -1.41155 2.04361 2.43080 0.2335 -0.2711 0.1766 0.298
H 0.06571 -1.60863 1.02524 0.1281 -0.0983 -0.1659 0.275
H -1.23353 0.34518 -0.75188 0.6830 0.8615 -0.4631 0.287
H 0.71153 0.06654 -0.76634 -0.8849 0.9138 -0.6184 0.186
H -1.38958 -1.62967 -2.16856 -0.2821 0.6690 0.1822 0.291
H -0.61921 -2.40794 -0.83624 0.0957 0.0131 0.0015 0.228
H 1.04536 -1.35070 -2.94302 -0.6238 1.2688 -0.2602 0.304
O 2.38741 1.43606 -0.14832 0.5793 0.4027 -0.4819 -0.629
H 2.87279 0.88595 0.46967 0.0436 -0.1317 0.2227 0.313
H 3.08992 1.86418 -0.67419 -0.5479 -0.2384 0.3271 0.293
```
Forces are in eV/Å.

## Properties
charge = 0
orbital gap = 9.7 eV
SMILES = CC(=O)NCCO.O


Computed, not measured: C4H11NORb as an isolated structure, with the ωB97M-V functional and the def2-TZVPD basis.

The geometry in XYZ format:
```
18
Properties=species:S:1:pos:R:3:forces:R:3:mulliken_charge:R:1
Rb -10.70647 8.30509 -20.38918 -0.0288 -0.2018 -0.0723 0.964
C -13.74631 5.50248 -19.19167 3.0162 -2.4296 1.6071 -1.527
C -14.11000 6.88016 -19.40037 -0.8990 3.0849 -0.4485 0.663
C -13.65203 7.96556 -18.31926 -0.6910 -0.7786 0.0129 -0.943
O -12.25052 7.99517 -18.05689 0.3747 -1.3944 -1.4139 -0.186
C -11.92170 8.61717 -16.86101 0.2565 0.6625 0.9851 -0.843
N -13.66113 7.42545 -20.71798 0.0667 -0.4413 -0.0392 -0.617
H -13.79471 4.80969 -20.03179 -0.1317 0.4663 -0.2696 0.359
H -14.29001 5.02072 -18.37903 -0.4040 0.2511 -0.0351 0.374
H -12.72877 5.50064 -18.80089 0.5313 -0.5501 -0.2698 0.266
H -15.17604 6.65447 -19.37322 -0.7907 1.9961 0.0067 0.176
H -14.19999 7.80339 -17.39106 0.0600 -0.2974 0.1898 0.457
H -13.88277 8.99563 -18.59096 -0.6362 -0.0413 -0.5930 0.447
H -12.55332 8.20355 -16.07484 0.0431 0.4067 0.2848 0.293
H -11.97219 9.70242 -16.94926 -0.7564 0.2645 0.1569 0.348
H -10.87853 8.49665 -16.56883 0.0886 -0.7754 -0.3433 0.272
H -14.29262 7.09969 -21.43576 0.1448 -0.5443 -0.3018 0.259
H -13.80454 8.42232 -20.79406 -0.2443 0.3223 0.5430 0.239
```
Forces are in eV/Å.

## Properties
charge = +1
orbital gap = 9.8 eV


Computed, not measured: a 2-piece molecular cluster, C4H11NOS overall, with the ωB97M-V functional and the def2-TZVPD basis.

The geometry in XYZ format:
```
18
Properties=species:S:1:pos:R:3:forces:R:3:lowdin_spin:R:1
C 0.41868 1.18446 -2.17537 -1.1052 -0.0040 0.5520 0.104
S 1.00319 -0.50566 -2.41877 -0.0509 0.2328 0.1307 0.314
H -0.06290 1.27325 -1.18936 0.5065 -0.0164 0.0044 0.012
H 1.21264 1.91569 -2.26334 0.1835 -0.0199 -0.0646 0.019
H -0.41031 1.42772 -2.84416 0.3765 0.0037 -0.4789 0.006
C -0.59683 -1.26931 -2.71019 -0.1494 -0.7564 -0.5760 0.132
H -0.87938 -1.22021 -3.76806 0.0789 0.1559 0.0880 0.011
H -1.42742 -0.88360 -2.12976 0.1125 0.2933 0.3634 0.018
H -0.50845 -2.33349 -2.47028 0.0636 0.1061 0.0434 0.035
C -0.74296 -0.42357 2.83613 -0.4366 -0.3664 0.3121 0.083
C 0.39642 0.56212 2.75218 0.0676 0.9415 -0.6203 0.065
O 0.51866 1.47405 3.55248 0.2462 -0.3492 0.1306 0.006
N 1.12786 0.45782 1.59393 -0.0916 -1.1531 0.0449 0.046
H -0.97974 -0.89255 1.88416 0.0395 0.0758 -0.1402 0.033
H -1.62410 0.10703 3.20609 0.0995 -0.0193 -0.0495 0.006
H 2.06410 0.81634 1.46389 -0.1565 0.4678 0.4752 0.043
H 1.03763 -0.44901 1.14231 -0.0156 0.1870 -0.2333 0.056
H -0.54709 -1.24108 3.53812 0.2318 0.2209 0.0181 0.012
```
Forces are in eV/Å.

## Properties
2S+1 = 2
charge = -1
orbital gap (alpha / beta) = 1.8 / 8.8 eV


Computed, not measured: one molecule with the formula C4H11NOS, with the ωB97M-V functional and the def2-TZVPD basis.

The geometry in XYZ format:
```
18
Properties=species:S:1:pos:R:3:forces:R:3:mulliken_charge:R:1
N -1.00729 1.09921 -0.05222 -1.2437 1.5578 0.9062 -0.525
C -0.03734 0.16090 0.47152 3.7979 0.8539 1.6061 0.196
C -0.26881 -0.75680 1.79547 1.2200 0.8071 0.4744 -0.584
O -0.72866 -0.09059 3.03559 0.2639 1.1142 -2.3308 -0.502
C 0.58885 -0.76917 -0.63071 -0.1696 -1.1190 2.1577 -0.638
C 0.58652 -0.44281 -2.06516 -1.6282 1.1561 -0.9216 -0.838
S 1.61008 1.11049 -2.35132 -1.4766 -0.6309 -0.1384 -0.238
H -1.91955 1.12675 0.44081 0.7930 -0.3552 -0.4864 0.258
H -0.66805 2.09698 -0.01623 -0.3265 -1.6919 0.0426 0.264
H 0.92747 0.78808 0.83657 -2.2112 -0.9813 -0.7862 0.118
H 0.75272 -1.25768 2.05549 -1.8503 0.9163 -0.6597 0.259
H -1.01243 -1.50579 1.66065 -0.4369 -0.8950 -0.7174 0.366
H -1.15893 0.72225 2.67366 0.3732 -0.7440 0.8638 0.309
H 1.60539 -0.88389 -0.25732 0.1066 -0.6617 -0.1625 0.382
H 0.03138 -1.70617 -0.56917 0.2134 -0.4425 0.2348 0.352
H -0.47799 -0.12714 -2.24286 0.9775 -0.1606 -0.3890 0.318
H 0.72842 -1.34728 -2.71688 0.5936 1.1750 0.5453 0.384
H 0.44823 1.78265 -2.06790 1.0039 0.1017 -0.2389 0.120
```
Forces are in eV/Å.

## Properties
charge = 0
orbital gap = 9.7 eV
SMILES = N[C@@H](CO)CCS


Computed, not measured: a 2-piece molecular cluster, C4H11NOS overall, with the ωB97M-V functional and the def2-TZVPD basis.

The geometry in XYZ format:
```
18
Properties=species:S:1:pos:R:3:forces:R:3:mulliken_charge:R:1
C -0.06040 1.70126 1.82580 -0.3601 -1.2712 3.8540 -1.184
C 0.63369 0.44072 1.35289 0.8668 0.3136 -0.1332 -0.461
C -0.15141 -0.18980 0.18839 -1.4455 1.9885 -0.7676 0.455
N 0.45958 -1.36605 -0.27880 0.4630 -0.6951 0.2921 -0.253
C -0.05106 -2.13119 -1.38357 -1.5468 -0.0558 -0.9006 -0.827
H -0.01244 2.52993 1.17486 -0.0012 0.9093 -0.6379 0.333
H -1.09759 1.47650 2.18779 0.4352 0.2157 -1.0321 0.311
H 0.36706 1.91727 2.86802 -0.0707 0.4274 -1.5975 0.323
H 0.75303 -0.24311 2.21448 -0.5291 -0.0638 -0.5289 0.332
H 1.72115 0.70820 1.15985 -1.1792 -0.3581 -0.5435 0.305
H -1.20937 -0.34682 0.56013 0.9893 -0.2165 -0.3293 0.287
H -0.35533 0.63466 -0.69771 0.7884 -1.5159 1.9348 -0.662
H 1.45991 -1.23160 -0.24803 -0.0134 -0.3947 -0.4569 0.227
H 0.48496 -3.07441 -1.48969 0.3311 0.3099 -0.2057 0.338
H -1.10536 -2.47215 -1.26476 0.4839 0.2910 0.8240 0.282
H -0.19288 -1.60692 -2.36662 0.9269 -0.0799 0.5057 0.248
O -0.37297 1.42911 -3.42998 1.5471 -0.6786 -1.8090 -0.302
S -1.27059 1.82438 -2.37305 -1.6859 0.8742 1.5315 0.249
```
Forces are in eV/Å.

## Properties
charge = 0
orbital gap (alpha / beta) = 7.0 / 7.0 eV
SMILES = CCCNC.O=S


Largest force on an atom per entry: 4.71; 1.43; 3.84; 4.19; 1.24; 4.21; 4.07 eV Å⁻¹
ΔE to the lowest compared entry with this formula, charge and spin per entry: 312.5; 120.2; 181.9; 97.6; 0.0; 236.1; 367.0 kJ/mol